Molecular formula: C49H54Br2N3O
Method: DFT, the ωB97M-V functional and the def2-TZVPD basis

Each line ends with the Mulliken charge.
Cartesian coordinates (Å):
C (6.205, 0.768, 0.802)  -0.754
O (5.692, -0.579, 0.871)  -0.469
C (4.344, -0.698, 0.699)  0.452
C (3.518, 0.408, 0.375)  -0.985
C (2.177, 0.204, 0.064)  -0.093
C (1.582, -1.090, 0.151)  -0.026
C (0.175, -1.302, -0.137)  -1.227
N (-0.278, -2.423, -0.813)  1.895
C (0.480, -3.439, -1.476)  -0.379
C (0.237, -4.779, -1.150)  0.316
C (-0.964, -5.212, -0.306)  1.568
C (-0.542, -5.671, 1.086)  -1.414
C (-1.823, -6.223, -1.069)  -1.630
C (1.151, -5.740, -1.605)  -0.215
C (2.171, -5.388, -2.499)  -1.454
C (2.277, -4.063, -2.943)  -0.281
C (1.407, -3.079, -2.468)  -0.044
C (1.395, -1.706, -3.138)  1.264
C (0.701, -1.800, -4.494)  -1.630
C (2.796, -1.128, -3.290)  -1.758
N (-1.620, -2.390, -0.948)  -1.292
N (-2.030, -1.229, -0.388)  2.388
C (-3.474, -0.991, -0.426)  -1.028
C (-4.332, -1.727, 0.428)  0.344
C (-3.732, -2.693, 1.442)  2.159
C (-4.666, -3.852, 1.794)  -1.925
C (-3.255, -1.993, 2.711)  -1.328
C (-5.718, -1.576, 0.339)  -0.482
C (-6.263, -0.704, -0.605)  -1.377
C (-5.426, -0.045, -1.503)  -0.209
C (-4.040, -0.236, -1.470)  0.327
C (-3.207, 0.330, -2.634)  1.227
C (-3.288, 1.855, -2.717)  -1.451
C (-3.623, -0.355, -3.945)  -1.483
C (-0.935, -0.523, 0.154)  1.708
C (-0.968, 0.704, 0.815)  -2.328
C (2.428, -2.156, 0.606)  0.292
C (3.772, -1.981, 0.867)  -1.156
H (7.287, 0.666, 0.865)  0.283
H (5.927, 1.247, -0.155)  0.309
H (5.825, 1.367, 1.648)  0.292
H (3.934, 1.424, 0.396)  0.109
H (1.572, 1.072, -0.214)  0.945
H (-1.592, -4.325, -0.180)  -0.664
H (-0.029, -4.852, 1.611)  0.320
H (-1.415, -5.959, 1.685)  0.408
H (0.127, -6.542, 1.028)  0.362
H (-2.066, -5.813, -2.058)  0.398
H (-1.283, -7.169, -1.196)  0.340
H (-2.761, -6.426, -0.539)  0.421
H (1.057, -6.781, -1.261)  0.390
H (2.876, -6.150, -2.875)  0.365
H (3.031, -3.779, -3.687)  0.348
H (0.823, -1.029, -2.499)  -0.041
H (-0.293, -2.251, -4.403)  0.370
H (0.583, -0.813, -4.954)  0.423
H (1.300, -2.437, -5.155)  0.357
H (3.364, -1.219, -2.359)  0.262
H (3.330, -1.640, -4.100)  0.462
H (2.737, -0.064, -3.542)  0.401
H (-2.855, -3.105, 0.924)  -0.943
H (-5.014, -4.364, 0.890)  0.454
H (-4.131, -4.582, 2.411)  0.382
H (-5.530, -3.495, 2.370)  0.451
H (-2.549, -1.186, 2.487)  0.285
H (-4.108, -1.560, 3.252)  0.318
H (-2.758, -2.720, 3.365)  0.342
H (-6.383, -2.146, 0.999)  0.245
H (-7.344, -0.566, -0.663)  0.376
H (-5.854, 0.611, -2.269)  0.344
H (-2.163, 0.069, -2.425)  -0.482
H (-2.871, 2.305, -1.808)  0.335
H (-2.705, 2.220, -3.570)  0.438
H (-4.321, 2.201, -2.832)  0.283
H (-3.569, -1.446, -3.831)  0.349
H (-4.645, -0.076, -4.228)  0.339
H (-2.957, -0.074, -4.770)  0.409
H (-1.913, 1.235, 0.878)  0.300
H (-0.046, 0.972, 1.319)  0.532
H (1.967, -3.128, 0.790)  0.433
H (4.416, -2.782, 1.238)  0.477
Br (2.832, 6.210, -4.084)  -0.114
C (2.334, 5.408, -2.451)  -0.119
C (3.010, 4.256, -1.989)  -0.573
C (2.735, 3.755, -0.717)  0.085
C (1.682, 4.272, 0.105)  0.720
C (1.434, 3.810, 1.456)  0.149
C (0.915, 4.661, 2.456)  -0.589
C (1.430, 4.625, 3.756)  -0.339
C (1.470, 5.679, 4.710)  0.889
C (2.156, 5.445, 5.943)  -0.516
C (2.363, 6.461, 6.865)  -0.555
C (1.814, 7.730, 6.618)  0.096
Br (2.040, 9.095, 7.920)  -0.116
C (1.087, 7.989, 5.443)  -0.624
C (0.916, 6.976, 4.495)  -0.344
C (0.930, 5.342, -0.459)  -0.663
C (1.271, 5.924, -1.685)  -0.533
H (3.731, 3.773, -2.653)  0.455
H (3.349, 2.944, -0.315)  0.339
H (1.912, 2.881, 1.770)  0.154
H (0.124, 5.370, 2.240)  0.569
H (1.798, 3.659, 4.093)  0.375
H (2.567, 4.446, 6.119)  0.329
H (2.943, 6.271, 7.763)  0.416
H (0.673, 8.978, 5.268)  0.421
H (0.393, 7.165, 3.555)  0.286
H (0.068, 5.706, 0.095)  0.313
H (0.696, 6.760, -2.077)  0.439

Summary:
Net charge: +1
Gap between HOMO and LUMO, Eh: 0.097
Total energy, hartree: -7286.738655
ΔE to the lowest compared entry with this formula, charge and spin, kcal per mole: 0.0

***

Molecular formula: C10H31NO5
Method: DFT, the ωB97M-V functional and the def2-TZVPD basis

Each line ends with the Mulliken charge.
Cartesian coordinates (Å):
C (-17.568, -1.338, 20.447)  -0.967
O (-16.361, -0.597, 20.426)  -0.144
C (-15.587, -0.911, 21.579)  -0.969
C (-14.212, -0.243, 21.423)  0.555
C (-13.386, -0.949, 20.336)  -1.069
N (-13.470, -0.404, 22.698)  -0.681
H (-17.353, -2.410, 20.414)  0.361
H (-18.118, -1.128, 19.528)  0.273
H (-18.215, -1.109, 21.296)  0.303
H (-16.044, -0.456, 22.472)  0.399
H (-15.551, -1.979, 21.814)  0.400
H (-14.368, 0.802, 21.163)  0.217
H (-14.088, -1.154, 19.516)  -0.051
H (-12.989, -1.935, 20.579)  0.411
H (-12.605, -0.306, 19.936)  0.323
H (-14.081, -0.420, 23.511)  0.253
H (-13.014, -1.305, 22.693)  0.285
C (-15.910, 5.455, 18.401)  -0.707
C (-14.843, 5.284, 17.331)  -0.182
O (-14.377, 6.534, 16.864)  -0.518
H (-16.917, 5.686, 18.049)  0.279
H (-15.582, 6.203, 19.127)  0.317
H (-16.035, 4.563, 19.022)  0.049
H (-15.191, 4.649, 16.509)  0.256
H (-14.104, 4.633, 17.821)  0.201
H (-14.198, 6.427, 15.927)  0.320
C (-20.491, 5.079, 21.990)  -1.181
C (-19.835, 4.064, 21.079)  -0.116
O (-18.444, 3.883, 21.421)  -0.535
H (-21.530, 5.240, 21.698)  0.348
H (-19.918, 6.006, 21.989)  0.314
H (-20.564, 4.761, 23.036)  0.361
H (-19.803, 4.426, 20.053)  0.251
H (-20.310, 3.081, 21.144)  0.231
H (-18.356, 3.949, 22.379)  0.240
C (-15.402, -1.573, 16.921)  -1.050
C (-15.587, -0.080, 17.141)  0.180
O (-15.433, 0.640, 15.915)  -0.557
H (-15.890, -2.165, 17.702)  0.236
H (-14.334, -1.773, 17.030)  0.276
H (-15.795, -1.934, 15.973)  0.337
H (-14.916, 0.212, 17.952)  0.060
H (-16.579, 0.154, 17.544)  0.177
H (-16.285, 1.040, 15.734)  0.349
O (-16.725, 2.209, 19.964)  -0.519
H (-16.727, 1.250, 20.136)  0.280
H (-17.231, 2.608, 20.702)  0.404

Summary:
Gap between HOMO and LUMO, Eh: 0.366
Total energy, hartree: -830.483887
ΔE to the lowest compared entry with this formula, charge and spin, kcal per mole: 3.3

***

Molecular formula: C3H5NS
Method: DFT, the ωB97M-V functional and the def2-TZVPD basis

Each line ends with the Mulliken charge.
Cartesian coordinates (Å):
S (-2.548, 0.360, -1.197)  -0.262
C (-1.468, -0.248, -0.188)  -0.209
C (-0.069, 0.366, -0.324)  0.087
C (1.029, 0.412, 0.720)  -0.313
N (0.960, -0.545, -0.422)  -0.465
H (-1.388, -1.167, 0.435)  0.267
H (-0.018, 0.895, -1.232)  0.292
H (1.916, 1.113, 0.556)  0.198
H (1.109, 0.169, 1.827)  0.205
H (0.477, -1.355, -0.175)  0.199

Summary:
Gap between HOMO and LUMO, Eh: 0.312
Total energy, hartree: -570.131553
ΔE to the lowest compared entry with this formula, charge and spin, kcal per mole: 64.6

***

What is the total energy in the third record? -570.131553 hartree

***

What is the formula in the second record? C10H31NO5

***

What is the formula in the third record? C3H5NS